No. 1
The following is a DFT calculation (wB97M-V/def2-TZVPD) of a 10-piece molecular cluster, C38H45NO31 overall.

- SMILES string = O=C(O)CCc1ccc2c(c1)C(=O)NC2=O.O=C1OCCO1.O=C1OCCO1.O=C1OCCO1.O=C1OCCO1.O=C1OCCO1.O=C1OCCO1.O=C1OCCO1.O=C1OCCO1.O=C1OCCO1
- lowest unoccupied orbital energy (eV) = 0.01
- gap between HOMO and LUMO (hartree) = 0.348
- E_HOMO (eV) = -9.5

Geometry as ORCA input:
```
! wB97M-V def2-TZVPD RIJCOSX def2/J DEFGRID3
* xyz 0 1
O -1.0985 3.2336 -3.2042
C -0.0445 3.8207 -3.2017
O 0.0924 4.9697 -2.5182
C 1.1258 3.3047 -3.9729
C 2.4152 3.0343 -3.1655
C 2.1939 2.4853 -1.7775
C 2.2975 1.1071 -1.5589
C 2.1067 0.5528 -0.2953
C 1.8220 1.4311 0.7342
C 1.7112 2.7965 0.5428
C 1.9095 3.3492 -0.7136
C 1.3666 3.4328 1.8345
O 1.2997 4.6054 2.0673
N 1.1018 2.3923 2.7895
C 1.5977 1.1727 2.1789
O 1.8257 0.1816 2.8010
H -0.7563 5.4264 -2.5332
H 1.3690 4.0545 -4.7171
H 0.8302 2.3855 -4.4582
H 2.9483 2.2652 -3.7195
H 3.0717 3.8983 -3.1558
H 2.5240 0.4496 -2.3855
H 2.1787 -0.5019 -0.1083
H 1.8360 4.4151 -0.8628
H 0.0823 2.3111 2.7869
O 4.0874 10.0943 1.2669
C 3.8990 9.1531 1.9644
O 4.8302 8.2126 2.2609
C 4.3102 7.3782 3.3003
C 2.8159 7.5524 3.1356
O 2.7237 8.8690 2.5766
H 4.6381 6.3507 3.1675
H 4.6728 7.7483 4.2614
H 2.3871 6.8369 2.4333
H 2.2718 7.4983 4.0750
O 1.6817 6.3445 -4.5609
C 0.7566 7.0126 -4.8800
O -0.4334 6.5204 -5.3190
C -1.3663 7.6037 -5.3882
C -0.4546 8.8057 -5.5233
O 0.7307 8.3649 -4.8554
H -2.0385 7.4745 -6.2323
H -1.9506 7.6264 -4.4655
H -0.2098 9.0298 -6.5626
H -0.8494 9.6998 -5.0485
O -2.6435 1.6314 3.2494
C -2.5988 2.7411 3.6704
O -3.6304 3.4016 4.2411
C -3.1214 4.6101 4.8193
C -1.8609 4.8503 4.0137
O -1.4902 3.5198 3.6398
H -3.8491 5.4117 4.7275
H -2.9149 4.4321 5.8759
H -2.0424 5.4316 3.1088
H -1.0654 5.3206 4.5846
O 1.4056 -2.2199 -1.3605
C 1.1765 -3.1474 -0.6498
O 2.0746 -4.0984 -0.3098
C 1.5082 -4.8889 0.7462
C 0.0254 -4.6752 0.5417
O -0.0162 -3.3767 -0.0615
H 1.8097 -5.9284 0.6533
H 1.8585 -4.4992 1.7032
H -0.4117 -5.3978 -0.1494
H -0.5382 -4.6836 1.4661
O -0.1937 -6.4004 3.2761
C -0.9622 -5.7055 3.8777
O -0.6601 -5.0554 5.0135
C -1.7470 -4.1670 5.3212
C -2.8991 -4.8164 4.5838
O -2.2281 -5.4811 3.5017
H -1.8985 -4.1118 6.3952
H -1.5086 -3.1720 4.9420
H -3.4088 -5.5672 5.1803
H -3.6242 -4.1006 4.2061
O 4.3085 -10.7247 2.1681
C 3.5580 -10.0242 2.7619
O 3.8607 -9.3537 3.9004
C 2.7895 -8.4469 4.1884
C 1.6261 -9.0873 3.4666
O 2.2730 -9.7827 2.3952
H 2.6373 -8.3628 5.2609
H 3.0384 -7.4640 3.7852
H 1.1004 -9.8156 4.0907
H 0.9142 -8.3624 3.0858
O 2.3157 1.7208 -6.7907
C 1.7252 0.6905 -6.7958
O 0.8848 0.2823 -7.7749
C 0.5420 -1.0860 -7.5286
C 0.7751 -1.2136 -6.0371
O 1.7928 -0.2334 -5.8065
H -0.4867 -1.2792 -7.8207
H 1.2072 -1.7246 -8.1124
H -0.1068 -0.9495 -5.4512
H 1.1203 -2.1991 -5.7369
O -6.3185 0.3977 -5.6962
C -5.5675 1.1965 -5.2404
O -4.2420 1.2531 -5.5115
C -3.7229 2.4741 -4.9671
C -4.7211 2.7864 -3.8758
O -5.9194 2.1782 -4.3734
H -2.7145 2.3334 -4.5904
H -3.7113 3.2312 -5.7546
H -4.4562 2.3220 -2.9248
H -4.8702 3.8519 -3.7218
O -3.1899 -7.7852 5.2734
C -2.7729 -8.7373 4.6925
O -2.0460 -9.7264 5.2584
C -1.9244 -10.7903 4.3059
C -2.1255 -10.0664 2.9906
O -2.9591 -8.9682 3.3765
H -0.9522 -11.2688 4.3904
H -2.7042 -11.5275 4.5026
H -1.1942 -9.6723 2.5807
H -2.6186 -10.6730 2.2361
*
```

No. 2
The following is a DFT calculation (wB97M-V/def2-TZVPD) of C5H4O2 in the gas phase in a non-equilibrium geometry.

- SMILES string = O=C1C=CCC1=O
- lowest unoccupied orbital energy (eV) = -0.46
- gap between HOMO and LUMO (hartree) = 0.310
- E_HOMO (eV) = -8.9

Geometry as ORCA input:
```
! wB97M-V def2-TZVPD RIJCOSX def2/J DEFGRID3
* xyz 0 1
O 2.0273 1.4706 0.6015
C 1.1992 0.6514 0.3138
C 1.1422 -0.7964 0.2170
C -0.1174 -1.1958 -0.0770
C -1.1712 -0.1154 -0.2934
C -0.3886 1.1587 -0.1148
O -0.5843 2.3344 0.0101
H 2.0476 -1.3942 0.1734
H -0.3355 -2.2459 -0.2754
H -1.8468 0.5664 0.4111
H -1.9726 -0.4339 -0.9664
*
```

No. 3
The following is a DFT calculation (wB97M-V/def2-TZVPD) of C5H8O2 in the gas phase.

- lowest unoccupied orbital energy (eV) = -0.39
- gap between HOMO and LUMO (hartree) = 0.311
- E_HOMO (eV) = -8.9

Geometry as ORCA input:
```
! wB97M-V def2-TZVPD RIJCOSX def2/J DEFGRID3
* xyz 0 1
O 0.9037 -1.5299 0.2760
C 1.2426 -0.2917 0.8787
C 0.1823 0.7292 0.5069
C -1.9827 -0.2513 0.1286
C -1.3813 0.0465 -1.1387
O -1.9871 -0.2988 -2.1485
C -0.1073 0.8778 -0.9928
H 1.6167 -2.1609 0.4573
H 1.3074 -0.3742 1.9781
H 2.2181 0.0826 0.5163
H 0.3623 1.6808 1.0247
H -1.9515 -1.2990 0.4561
H -0.8391 0.4084 0.9758
H 0.6885 0.4608 -1.6209
H -0.2727 1.9197 -1.2975
*
```

No. 4
The following is a DFT calculation (wB97M-V/def2-TZVPD) of C4H2BaLiO2 as an isolated structure in a non-equilibrium geometry.

- lowest unoccupied orbital energy (spin up / spin down) (eV) = -4.36 / -4.25
- gap between HOMO and LUMO (spin up / spin down) (hartree) = 0.191 / 0.178
- E_HOMO (spin up / spin down) (eV) = -9.6 / -9.1

Geometry as ORCA input:
```
! wB97M-V def2-TZVPD RIJCOSX def2/J DEFGRID3
* xyz 1 1
H 0.2524 -2.8834 -0.8666
O 1.7229 -1.7742 0.0430
C 0.4966 -1.9834 -0.2721
C -0.4442 -0.9894 -0.3066
C -1.0293 0.1715 -0.3141
Li 2.5272 -0.1775 0.4262
O -0.7642 2.5490 0.3313
C -0.3350 1.4353 0.7343
Ba -2.1768 2.3430 -1.6129
H -0.2495 1.3090 1.8374
*
```

No. 5
The following is a DFT calculation (wB97M-V/def2-TZVPD) of a 2-piece molecular cluster, C11H24BF3O3PS overall.

- lowest unoccupied orbital energy (eV) = 2.33
- gap between HOMO and LUMO (hartree) = 0.233
- E_HOMO (eV) = -4.0

Geometry as ORCA input:
```
! wB97M-V def2-TZVPD RIJCOSX def2/J DEFGRID3
* xyz -1 1
C 0.2900 0.0614 0.6526
P -1.4962 0.4910 0.6640
C -2.2133 -0.1846 -0.9100
B -1.7577 2.3497 0.6711
C -3.2504 2.9106 0.6496
C -3.7985 3.0101 -0.7720
O -2.8246 3.4633 -1.7148
C -0.5427 3.3659 0.7929
C 0.3379 3.2941 -0.4737
C 0.9802 4.6365 -0.8030
S 1.8176 4.6513 -2.4175
H 0.6007 -0.3607 -0.3003
H 0.4761 -0.7203 1.3830
H 0.8972 0.9280 0.8965
H -2.4232 0.5988 -1.6325
H -1.5003 -0.8975 -1.3149
H -3.1328 -0.7223 -0.6883
H -3.9041 2.2495 1.2219
H -3.2841 3.8971 1.1235
H -4.0980 2.0262 -1.1233
H -4.6651 3.6763 -0.7991
H -2.4654 4.2933 -1.4033
H -0.9120 4.3890 0.9152
H 0.0537 3.1088 1.6724
H -0.2553 2.9841 -1.3365
H 1.1294 2.5581 -0.3629
H 1.7221 4.8960 -0.0492
H 0.2362 5.4308 -0.8477
H 2.6427 3.6390 -2.1492
C 2.8919 -6.0719 1.3916
C 3.5142 -4.7935 0.8368
O 2.9091 -4.2900 -0.3242
C 1.7577 -3.3964 -0.1189
O 1.8679 -2.5245 0.8278
C 0.4553 -4.2372 0.0420
F 0.3984 -5.3489 -0.7421
F -0.6078 -3.4780 -0.3357
F 0.1826 -4.6480 1.2930
H 2.6528 -6.7608 0.5797
H 3.5969 -6.5609 2.0709
H 1.9789 -5.8743 1.9504
H 4.5473 -5.0166 0.5453
H 3.5539 -4.0135 1.6049
H 1.6410 -3.0091 -1.1659
*
```